No. 1
Molecular formula: C3H6O2
Method: DFT, the ωB97M-V functional and the def2-TZVPD basis

Values from the calculation:
* charge: 0
* SMILES string: CC(=O)CO
* HOMO-LUMO gap: 0.384 Ha

Each line ends with the natural charge from an NBO analysis.
Element x y z (Å)
O (-1.7249, 0.8248, 0.1478)  -0.584
O (1.6707, 0.5094, -0.6042)  -0.708
C (0.4817, 1.0747, -0.1135)  -0.213
C (-0.6518, 0.1667, 0.1901)  0.548
C (-0.5845, -1.3193, 0.0735)  -0.719
H (-1.2643, -1.7447, 0.8171)  0.246
H (-0.8906, -1.6545, -0.9201)  0.259
H (2.2726, 0.3753, 0.1431)  0.475
H (-0.3909, 1.7022, -0.7495)  0.274
H (0.6496, 1.7284, 0.7468)  0.198
H (0.4323, -1.6630, 0.2688)  0.224

---

No. 2
Molecular formula: C17H8Cl5MoN
Method: DFT, the ωB97M-V functional and the def2-TZVPD basis

Values from the calculation:
* expectation value of S²: 2.077
* charge: +2
* 2S+1: 3
* HOMO-LUMO gap (alpha / beta): 0.204 / 0.251 Ha

Each line ends with the natural charge from an NBO analysis.
Element x y z (Å)
Mo (0.3784, -0.5106, -0.9496)  1.375
Cl (0.0198, 3.1296, -1.2270)  0.136
Cl (2.7146, -1.3411, -1.5810)  0.201
Cl (5.4050, 3.3888, -1.6001)  0.211
Cl (2.6781, 4.8560, -1.3294)  0.159
Cl (5.5471, 0.2606, -1.6965)  0.151
N (-1.6075, -0.8597, -0.9439)  -0.543
C (2.8680, 0.4031, -1.5557)  -0.025
C (-2.3965, -1.0645, -2.0281)  0.077
C (-3.7438, -2.5879, -0.7923)  -0.050
C (0.3170, 0.4175, 3.3440)  -0.173
C (-1.1169, -0.9521, 1.3831)  -0.026
C (0.0625, -0.2342, 1.0478)  -0.291
C (-1.5575, -0.9701, 2.7007)  -0.183
C (0.7722, 0.4381, 2.0339)  -0.119
C (-3.4794, -1.9039, -1.9808)  -0.225
C (-2.9625, -2.3582, 0.3291)  -0.214
C (-0.8385, -0.2875, 3.6712)  -0.133
C (4.0590, 1.0790, -1.5879)  -0.110
C (3.9797, 2.4933, -1.5323)  0.008
C (-1.9161, -1.4509, 0.2564)  0.203
C (2.7366, 3.1602, -1.4187)  -0.105
C (1.5648, 2.4164, -1.3752)  -0.011
C (1.6168, 1.0196, -1.4516)  -0.329
H (-2.1259, -0.5261, -2.9278)  0.240
H (-4.5633, -3.2930, -0.7459)  0.264
H (1.6766, 0.9775, 1.7802)  0.224
H (0.8504, 0.9648, 4.1091)  0.254
H (-1.1935, -0.2839, 4.6929)  0.254
H (-2.4773, -1.4722, 2.9717)  0.243
H (-4.1010, -2.0372, -2.8543)  0.272
H (-3.1670, -2.8713, 1.2579)  0.262

---

No. 3
Molecular formula: C26H35ClN4O2S
Method: DFT, the ωB97M-V functional and the def2-TZVPD basis

Values from the calculation:
* charge: 0
* SMILES string: CCN1CCCc2cc(CN(CCN3CCOCC3)C(=S)Nc3ccc(OC)c(Cl)c3)ccc21
* HOMO-LUMO gap: 0.288 Ha

Each line ends with the natural charge from an NBO analysis.
Element x y z (Å)
Cl (-1.8713, -1.9910, 3.5812)  0.021
S (-2.1983, 3.8560, -1.1964)  -0.307
O (2.9602, 4.6464, -1.0322)  -0.525
O (-3.5234, -3.4867, 1.7996)  -0.488
N (-1.4386, 1.5047, -2.1630)  -0.426
N (-2.2800, 1.6392, 0.0606)  -0.620
N (1.7382, -1.7881, 2.4067)  -0.433
N (1.1312, 2.9530, -2.4052)  -0.457
C (-2.6339, 0.3460, 0.4473)  0.129
C (0.2941, -2.2074, 0.5166)  -0.065
C (-3.5057, -0.4449, -0.2902)  -0.189
C (-0.3281, -0.3852, -0.9541)  -0.016
C (1.5976, 4.9858, -1.1635)  -0.073
C (-1.1373, 0.0853, -2.1352)  -0.242
C (-2.4866, -1.3993, 2.0868)  -0.059
C (2.3521, -0.8936, 3.3584)  -0.201
C (1.2061, -0.0102, 0.8546)  -0.244
C (-4.3356, -4.3612, 1.0559)  -0.250
C (2.5417, 2.6166, -2.3005)  -0.248
C (-1.9541, 2.2065, -1.1373)  0.333
C (0.5087, 0.4569, -0.2408)  -0.251
C (0.1912, -3.6612, 0.8831)  -0.424
C (0.9914, 4.4004, -2.4356)  -0.271
C (-1.0354, 2.2008, -3.3683)  -0.232
C (-3.8224, -1.7258, 0.1318)  -0.294
C (-0.3917, -1.7208, -0.5765)  -0.201
C (3.8375, -0.6678, 3.0695)  -0.614
C (1.0904, -1.3378, 1.2888)  0.185
C (-2.1632, -0.1287, 1.6721)  -0.224
C (3.1150, 3.2496, -1.0317)  -0.069
C (1.6517, -3.1733, 2.8115)  -0.196
C (1.4590, -4.0856, 1.6100)  -0.399
C (0.4899, 2.2985, -3.5279)  -0.219
C (-3.3021, -2.2369, 1.3135)  0.268
H (1.3932, -5.1224, 1.9423)  0.213
H (1.8527, 0.6771, 1.3758)  0.203
H (-1.4742, 3.1985, -3.3389)  0.254
H (-2.0663, -0.4976, -2.1781)  0.208
H (-3.9588, -0.0507, -1.1872)  0.218
H (-3.9164, -4.5493, 0.0622)  0.175
H (3.9715, -0.2309, 2.0832)  0.209
H (2.6486, 1.5305, -2.2382)  0.207
H (-5.3553, -3.9762, 0.9558)  0.178
H (1.5513, 6.0753, -1.1821)  0.194
H (-0.5851, -0.1360, -3.0535)  0.215
H (1.8220, 0.0624, 3.3621)  0.199
H (-0.0653, 4.6626, -2.4680)  0.238
H (0.6944, 2.8165, -4.4819)  0.180
H (-2.3590, 2.3401, 0.7870)  0.428
H (-1.0102, -2.4026, -1.1456)  0.203
H (0.9098, 1.2912, -3.6014)  0.193
H (4.3758, -1.6122, 3.0996)  0.204
H (3.1106, 2.9831, -3.1740)  0.170
H (4.1872, 3.0564, -0.9586)  0.192
H (0.6135, 1.4880, -0.5436)  0.243
H (-4.4907, -2.3206, -0.4701)  0.224
H (-1.4408, 1.6684, -4.2358)  0.197
H (0.0401, -4.2614, -0.0169)  0.212
H (-4.3570, -5.2919, 1.6203)  0.204
H (2.2382, -1.3302, 4.3557)  0.197
H (-1.5217, 0.4885, 2.2799)  0.239
H (1.4995, 4.8297, -3.3179)  0.162
H (-0.6728, -3.8198, 1.5353)  0.217
H (4.2673, 0.0004, 3.8112)  0.209
H (0.8168, -3.3128, 3.5152)  0.183
H (2.5790, -3.4347, 3.3319)  0.197
H (1.0320, 4.6118, -0.2976)  0.173
H (2.3153, -3.9895, 0.9389)  0.204
H (2.6063, 2.8181, -0.1562)  0.160

---

Quick rundown of E, same order as above: -7301.376; -83697.694; -60943.253 eV
Quick rundown of ΔE to the lowest compared entry with this formula, charge and spin, same order as above: 53.1; 12.8; 0.0 kcal per mole